No. 1
Entry from the OMol25 dataset: a molecular structure, C10H5AsCl3F5NiO8S (ωB97M-V/def2-TZVPD).

Geometry as XYZ:
```
34
Properties=species:S:1:pos:R:3
Ni -0.77534 -1.05904 -0.24341
O 0.93032 -1.14145 3.74015
As 0.02927 0.02571 2.78424
O -0.72779 1.04722 3.80856
O -0.88305 -0.84187 1.68220
C 1.38332 1.02123 1.78606
C 1.37201 2.38395 2.06782
C 2.20523 3.26115 1.38997
C 3.06384 2.77824 0.41427
C 3.09206 1.42126 0.13155
C 2.25927 0.54287 0.81201
S 2.38838 -1.18748 0.34599
O 2.39366 -1.93650 1.59512
O 3.60763 -1.31214 -0.42026
O 1.19877 -1.45767 -0.48289
H 1.46908 -1.64510 3.09953
H 0.67511 2.73407 2.82012
H 2.17168 4.32131 1.61358
H 3.71028 3.45509 -0.13242
H 3.75584 1.01854 -0.62055
Cl -5.13256 -3.23050 -1.88733
C -3.41457 -3.39145 -2.28252
Cl -2.92580 -5.08589 -2.02056
Cl -3.18105 -2.97865 -3.99527
C -2.50976 -2.46652 -1.38790
O -3.03571 -1.82856 -0.47936
O -1.29659 -2.47630 -1.69565
F -0.56940 1.79847 -0.51054
C -0.91706 0.68994 -1.28364
F -0.02606 0.71920 -2.35358
C -2.24712 1.10387 -1.91341
F -3.20530 1.25777 -0.98861
F -2.67594 0.18240 -2.79779
F -2.18262 2.27687 -2.59548
```

## Properties
Energy = -7008.3673 Ha
Lowest unoccupied orbital energy (spin up / spin down) = 4.38 / 4.38 eV
2S+1 = 3
HOMO energy (spin up / spin down) = -3.00 / -3.83 eV
Net charge = -2
Orbital gap (spin up / spin down) = 7.378 / 8.205 eV
Expectation value of S² = 2.0044

=====

No. 2
Entry from the OMol25 dataset: a molecular structure, C10H5BrCrNO5 at a distorted geometry (ωB97M-V/def2-TZVPD).

Geometry as XYZ:
```
23
Properties=species:S:1:pos:R:3
O 4.39888 -1.83485 -1.43205
C 3.63288 -1.35786 -0.74195
Cr 1.54724 -0.46440 -0.01655
O 1.36516 -1.39050 -2.79376
C 1.41052 -1.04550 -1.66736
C 1.59172 0.25480 1.92075
O 1.05018 0.71585 2.86991
C 1.81695 1.39011 -0.51147
O 1.95199 2.49430 -0.82076
C 0.87348 -2.06729 0.91245
O 0.45701 -2.99113 1.46102
H 2.74970 -0.19993 1.53531
Br -2.72520 3.56792 0.51246
C -2.25964 1.77170 0.22826
C -3.21915 0.85797 -0.22771
C -2.80683 -0.47546 -0.49252
C -1.45395 -0.80403 -0.34293
N -0.51745 0.08739 0.08091
C -0.92606 1.34231 0.43906
H -4.24689 1.16338 -0.34470
H -3.47220 -1.28548 -0.81348
H -1.01788 -1.79250 -0.58512
H -0.20048 2.06317 0.83022
```

## Properties
Energy above the lowest of the compared OMol25 structures with the same formula, charge and spin = 34.69 kcal per mole
Energy = -4433.0230 Ha
Lowest unoccupied orbital energy (spin up / spin down) = -3.70 / -7.59 eV
2S+1 = 5
HOMO energy (spin up / spin down) = -9.64 / -12.57 eV
Net charge = +1
Orbital gap (spin up / spin down) = 5.935 / 4.984 eV
Expectation value of S² = 6.0751

=====

No. 3
Entry from the OMol25 dataset: a single C10H5BrN2OS2 molecule at a distorted geometry (ωB97M-V/def2-TZVPD).

Geometry as XYZ:
```
21
Properties=species:S:1:pos:R:3
O -1.94122 0.40440 0.02754
Br 0.61879 5.85511 -3.10489
N -0.88322 2.31826 -1.72297
S 1.42755 3.30571 -1.10190
S 1.68264 0.30932 0.47086
C -0.75466 0.04891 -0.06776
C 0.14011 2.06424 -0.97208
C -0.84454 3.48047 -2.35009
C 0.31959 4.09106 -2.23485
C 0.82796 -3.35997 1.94096
C -0.50034 -3.35875 1.75772
C 1.55344 -2.29363 1.40377
C -1.17424 -2.27303 1.04678
C 0.87381 -1.24620 0.80197
C -0.43372 -1.23523 0.48825
N 0.26238 0.83628 -0.40819
H -1.73222 3.84765 -2.95548
H 1.35791 -4.16691 2.46465
H -1.18392 -4.08349 2.06703
H 2.60442 -2.27536 1.60562
H -2.22050 -2.26882 0.84306
```

## Properties
Energy = -3939.1515 Ha
Lowest unoccupied orbital energy = -0.21 eV
2S+1 = 1
HOMO energy = -8.49 eV
Net charge = 0
Orbital gap = 8.282 eV
SMILES = O=c1c2ccccc2sn1-c1ncc(Br)s1

=====

No. 4
Entry from the OMol25 dataset: a molecular structure, C10H5Cl16F at a distorted geometry (ωB97M-V/def2-TZVPD).

Geometry as XYZ:
```
32
Properties=species:S:1:pos:R:3
F -1.11316 0.71421 0.68651
C -0.32369 -0.11218 -0.11578
C -0.74002 -0.41218 -1.40098
C 0.01908 -1.30982 -2.20030
C 1.25144 -1.85533 -1.71487
C 1.70784 -1.43024 -0.45940
C 0.93994 -0.54518 0.38182
H -1.59508 0.16218 -1.72562
H -0.33882 -1.67177 -3.15283
H 1.75370 -2.62055 -2.28808
H 2.63522 -1.87419 -0.12881
H 1.20017 -0.18143 1.36487
C -0.57080 4.35847 -2.60856
Cl -0.38774 4.34913 -4.42939
Cl 0.90411 4.80163 -1.72984
Cl -1.82267 5.56774 -2.32019
Cl -1.04766 2.77513 -1.99095
C -0.03564 -1.84718 4.00965
Cl -0.40160 -3.11161 2.91560
Cl -0.55884 -2.22978 5.63359
Cl 1.70965 -1.69098 4.17669
Cl -0.82946 -0.36285 3.51806
C -4.21946 -2.08320 1.29571
Cl -3.57237 -0.46806 1.23013
Cl -4.53038 -2.54521 2.97294
Cl -5.60077 -2.23788 0.27019
Cl -2.92401 -3.31320 0.74011
C 3.64662 1.88287 -0.61781
Cl 4.27110 0.44132 0.37542
Cl 2.91616 1.26595 -2.12658
Cl 2.53834 2.70758 0.43771
Cl 5.11881 2.87658 -0.99903
```

## Properties
Energy = -7846.8934 Ha
Lowest unoccupied orbital energy (spin up / spin down) = 2.21 / 2.20 eV
2S+1 = 2
HOMO energy (spin up / spin down) = -0.03 / -4.76 eV
Net charge = -1
Orbital gap (spin up / spin down) = 2.236 / 6.962 eV
Expectation value of S² = 0.7593

=====

No. 5
Entry from the OMol25 dataset: a molecular structure, C10H5F2N2O2S at a distorted geometry (ωB97M-V/def2-TZVPD).

Geometry as XYZ:
```
22
Properties=species:S:1:pos:R:3
C -4.21789 -0.62175 -0.15985
N -3.18442 -0.40453 -0.64458
F -6.00227 1.44524 0.21592
C -5.67556 1.03157 1.48059
F -6.57881 1.34731 2.42330
S -5.56171 -1.08229 0.67155
N -3.51173 1.31630 4.20042
C -3.46134 -0.00851 4.66388
O -4.36520 -0.76413 5.03102
C -1.96249 -0.34607 4.70227
C -1.36407 0.56268 3.83524
C 0.01030 0.41835 3.59412
C 0.77833 -0.46755 4.41858
C 0.16322 -1.14950 5.51359
C -1.24381 -1.17201 5.60586
C -2.55727 1.36741 3.20220
O -2.49187 1.94477 2.10652
H -4.74053 1.49682 1.89504
H 0.41541 1.01360 2.77560
H 1.86191 -0.61668 4.21270
H 0.79139 -1.75542 6.18428
H -1.75118 -1.75021 6.40082
```

## Properties
Energy = -1241.9688 Ha
Lowest unoccupied orbital energy = 2.04 eV
2S+1 = 1
HOMO energy = -4.73 eV
Net charge = -1
Orbital gap = 6.773 eV

=====

No. 6
Entry from the OMol25 dataset: a molecular structure, C10H5F3IrN2O7S2 (ωB97M-V/def2-TZVPD).

Geometry as XYZ:
```
30
Properties=species:S:1:pos:R:3
Ir 0.63195 0.24631 -0.51681
O 1.69687 -0.37877 3.52484
C 1.27768 0.01503 2.33006
O 1.57648 -0.57034 1.31138
C 0.45978 1.28042 2.38106
O -0.17092 1.54286 1.14545
C -1.58100 1.20603 1.10299
C -1.79441 -0.30302 0.91810
O -2.70840 -0.84325 1.51551
O -0.96412 -0.86748 0.10824
H 2.25218 -1.16490 3.40190
H 1.15384 2.09820 2.58296
H -0.26257 1.21597 3.19579
H -1.96667 1.73368 0.23110
H -2.07230 1.56185 2.00698
S -0.45643 0.93390 -2.40654
C 0.09488 -0.47968 -3.23005
S 1.16786 -1.27915 -2.15064
C -0.24789 -0.86831 -4.50328
C 0.29112 -2.05735 -5.06889
N 0.73119 -3.02335 -5.51829
C -1.15737 -0.09261 -5.27508
N -1.89153 0.54117 -5.89815
F 0.73827 3.47214 -0.67126
C 2.00489 3.51555 -0.24425
F 2.48698 4.71806 -0.56104
F 1.96000 3.46826 1.12078
C 2.92402 2.35898 -0.76252
O 4.09668 2.64792 -0.87435
O 2.37256 1.24234 -1.03196
```

## Properties
Energy above the lowest of the compared OMol25 structures with the same formula, charge and spin = 5.33 kcal per mole
Energy = -2220.7459 Ha
Lowest unoccupied orbital energy = 1.87 eV
2S+1 = 1
HOMO energy = -5.24 eV
Net charge = -1
Orbital gap = 7.102 eV